Below is a structure of composition C31H68B2F20N9O14S4, with properties calculated with ωB97M-V/def2-TZVPD.

Each line ends with the Löwdin charge.
Element x y z (Å)
S (2.4499, 1.2950, -3.5514)  0.59
S (-1.7627, -2.9402, 2.9929)  0.61
S (-0.7624, -1.4809, 5.1446)  0.60
S (1.7773, -1.2362, -4.5312)  0.63
F (-3.8414, -0.3796, -0.9814)  0.18
F (0.0870, -4.8669, 2.2479)  0.16
F (-2.4564, -2.7029, 6.7799)  0.11
F (-4.7840, -2.2525, -2.0432)  0.10
F (-1.2917, 3.0860, 0.5875)  0.11
F (0.9699, 2.5154, 0.6628)  0.19
F (-5.6929, -1.3058, -0.2549)  0.16
F (1.6696, 1.8135, -6.1061)  0.15
F (-3.5943, -2.3989, 0.0346)  -0.01
F (-0.6874, -0.7052, -4.4437)  0.10
F (-0.1843, -2.2985, -5.9360)  0.13
F (-1.4090, -5.5737, 3.4889)  0.13
F (-0.3732, -3.0703, 7.2148)  0.11
F (0.0769, 1.8708, -4.5848)  0.11
F (0.2202, -0.1775, -6.4063)  0.19
F (-0.6301, 1.0866, 1.4177)  0.13
F (1.5836, 3.4255, -4.7269)  0.20
F (-1.2362, -1.1343, 7.6753)  0.17
F (-1.8607, -5.0263, 1.4507)  0.18
F (-0.4526, 1.6128, -0.8764)  0.05
O (-1.8367, -0.5673, 4.7314)  -0.33
O (-4.7162, -6.4341, 8.7733)  0.19
O (2.1672, 1.9866, -2.3397)  -0.26
O (3.7449, 1.3268, -4.1156)  -0.28
O (0.5303, -0.9252, 5.3136)  -0.23
O (-3.0893, 3.4284, -3.9565)  0.20
O (-7.2009, -5.5424, -1.9659)  0.18
O (2.4692, -1.1684, 0.2605)  0.18
O (1.6585, -2.4760, -3.8374)  -0.26
O (2.7151, -1.0372, -5.6077)  -0.31
O (-1.6119, -2.0944, 1.8535)  -0.29
O (-3.0926, -3.1684, 3.4823)  -0.32
O (6.2464, -2.1528, -7.0033)  0.20
O (-4.0461, 2.0931, 1.3063)  0.14
N (5.1178, 4.6653, -0.7615)  -0.29
N (-3.0955, 3.4073, -1.6797)  0.09
N (5.1029, -0.3290, -6.1774)  0.06
N (-0.8226, -2.7912, 4.2777)  -0.30
N (0.5767, -0.7604, -0.9559)  0.07
N (-2.7775, -6.2401, 7.6405)  0.09
N (-6.1200, -4.1098, -0.4204)  0.07
N (1.8160, -0.1249, -3.4521)  -0.31
N (-3.2994, 0.3471, 2.5515)  0.10
C (-1.8473, 5.1685, -2.8659)  0.03
C (6.0633, 0.8003, -6.0805)  0.02
C (5.9388, 3.7160, -1.6246)  0.05
C (3.7232, 4.6725, -1.2285)  -0.14
C (-3.6129, -5.4922, 6.7051)  0.01
C (-2.8408, -7.8026, 9.6156)  0.04
C (4.8697, 6.9671, 0.2093)  -0.14
C (1.3719, 2.1800, -4.8663)  -0.68
C (-3.1349, 2.8147, 3.4673)  0.06
C (5.2020, 4.2146, 0.6615)  -0.14
C (-4.4520, -0.2568, 3.4126)  0.05
C (-3.4608, 1.8328, 2.3054)  -0.36
C (-7.0509, -4.6120, 0.5883)  -0.01
C (3.4848, 7.0267, -0.3980)  -0.19
C (5.6677, 6.1167, -0.8010)  -0.09
C (-3.5842, -6.8240, 8.7822)  -0.37
C (-4.7617, -5.6355, -1.9735)  0.03
C (2.7837, 5.6669, -0.5524)  -0.14
C (-1.1931, -4.7198, 2.4979)  -0.73
C (-0.6437, -1.4243, -1.4370)  -0.02
C (6.3599, 4.4027, 2.9251)  -0.08
C (-6.1089, -5.1944, -1.6276)  -0.34
C (5.2971, -1.4934, -7.2135)  -0.35
C (4.2055, -1.7066, -8.2604)  0.04
C (1.6561, -1.7186, -0.4024)  -0.35
C (-3.8479, 2.1173, -1.7952)  0.01
C (6.5343, 4.4316, 1.3874)  -0.21
C (-2.6698, 3.9493, -2.9930)  -0.43
C (0.1334, -1.0527, -5.4590)  -0.62
C (-1.2485, -2.1156, 6.7887)  -0.65
C (1.4665, -3.1969, -0.5954)  0.03
B (-4.4873, -1.5384, -0.8444)  -1.26
B (-0.3058, 2.1023, 0.4952)  -1.25
H (4.1672, -0.0120, -6.2052)  0.08
H (-3.1797, 1.3839, -2.2267)  0.09
H (7.0538, 3.6515, 3.3677)  0.09
H (6.9125, 3.6235, -1.1688)  0.10
H (-4.4034, -6.1074, 6.4419)  0.10
H (-6.5183, -3.2516, -0.7953)  0.14
H (-7.9553, -4.9024, 0.1032)  0.09
H (-2.4218, 6.0754, -2.5736)  0.12
H (-3.8041, 3.6518, 3.2902)  0.10
H (-2.0486, -5.6538, 8.0598)  0.19
H (3.4073, 3.5875, -1.1747)  0.13
H (0.9662, -0.0948, -1.6967)  0.13
H (3.5954, 7.5124, -1.4048)  0.14
H (4.5126, -2.4567, -8.9942)  0.10
H (-7.1369, -3.9791, 1.4497)  0.10
H (5.6361, 6.4273, -1.9053)  0.16
H (5.4145, 2.7316, -1.6914)  0.12
H (1.8401, -3.5334, -1.5835)  0.10
H (7.3355, 3.7301, 1.0808)  0.12
H (-1.1286, -1.8045, -0.5549)  0.08
H (0.4374, -3.4837, -0.5670)  0.07
H (4.3805, 4.6293, 1.2265)  0.12
H (5.3481, 7.9717, 0.1295)  0.14
H (-2.2290, 3.3119, -1.0566)  0.16
H (2.5396, 5.3210, 0.4560)  0.12
H (-0.9884, 5.0186, -2.1923)  0.09
H (5.3956, 4.0012, 3.1354)  0.06
H (-3.3934, -0.1689, 1.6389)  0.16
H (6.4097, 5.3447, 3.4864)  0.09
H (4.9845, 6.7343, 1.2608)  0.12
H (5.6804, 1.4982, -5.3365)  0.08
H (-1.3425, 5.4536, -3.7941)  0.10
H (-1.2681, -0.5813, -1.8680)  0.11
H (-1.9587, -7.2882, 10.0246)  0.12
H (-4.6172, 0.2101, 4.3627)  0.10
H (0.3233, -0.2329, -0.1020)  0.14
H (4.9908, 3.1409, 0.5560)  0.15
H (-0.3969, -2.0511, -2.2522)  0.07
H (-2.5000, -8.6654, 9.0544)  0.11
H (3.2521, -1.9199, -7.7421)  0.09
H (1.9840, -3.8009, 0.1505)  0.10
H (6.1011, 1.2643, -7.0304)  0.10
H (-3.9320, -4.5650, 7.1107)  0.10
H (-3.1678, 2.4012, 4.4748)  0.10
H (-4.2855, -1.3414, 3.4715)  0.07
H (5.1181, -0.8214, -5.2640)  0.17
H (6.0051, 4.2246, -2.5815)  0.11
H (-5.1206, -3.9445, -0.0828)  0.16
H (-2.3932, 0.1151, 3.0176)  0.11
H (-3.0036, -5.1181, 5.9128)  0.09
H (-3.9424, -5.0006, -1.4881)  0.12
H (-3.6661, 4.0851, -1.1860)  0.18
H (3.8681, 5.0004, -2.2878)  0.15
H (-4.7060, 2.3125, -2.5257)  0.14
H (6.7289, 6.1014, -0.5868)  0.12
H (-4.7750, -6.7253, -1.8567)  0.12
H (-4.1628, 1.8094, -0.8180)  0.06
H (-3.4179, -8.2235, 10.4232)  0.11
H (1.8645, 5.8358, -1.1392)  0.13
H (7.0150, 0.4245, -5.7591)  0.10
H (6.9991, 5.4055, 1.2403)  0.10
H (-2.2579, -7.0903, 7.3312)  0.20
H (-5.2706, -0.1750, 2.7650)  0.08
H (-2.1764, 3.2482, 3.2733)  0.08
H (-4.7308, -5.5682, -3.0636)  0.12
H (4.0969, -0.7069, -8.7916)  0.12
H (2.8016, 7.6699, 0.0639)  0.10
H (-6.6248, -5.5256, 0.9927)  0.11

Results
- calculated total energy (eV) = -174355.983
- net charge = +3
- lowest unoccupied orbital energy (eV) = -5.37